{
  "formula": "C45H51F7N6O21",
  "method": "ωB97M-V/def2-TZVPD",
  "elements": ["N", "C", "C", "C", "C", "H", "H", "H", "H", "H", "N", "C", "C", "C", "C", "H", "H", "H", "H", "H", "N", "C", "C", "C", "C", "H", "H", "H", "H", "H", "N", "C", "C", "C", "C", "H", "H", "H", "H", "H", "N", "C", "C", "C", "C", "H", "H", "H", "H", "H", "N", "C", "C", "C", "C", "H", "H", "H", "H", "H", "C", "C", "O", "C", "O", "O", "F", "H", "H", "H", "C", "C", "O", "C", "O", "O", "F", "H", "H", "H", "C", "C", "O", "C", "O", "O", "F", "H", "H", "H", "C", "C", "O", "C", "O", "O", "F", "H", "H", "H", "C", "C", "O", "C", "O", "O", "F", "H", "H", "H", "C", "C", "O", "C", "O", "O", "F", "H", "H", "H", "C", "C", "O", "C", "O", "O", "F", "H", "H", "H"],
  "positions_angstrom": [[3.459297, -1.410937, 0.203543], [4.638717, -0.792060, -0.039521], [5.445295, -1.529233, -0.865638], [4.800728, -2.799765, -0.953808], [3.572396, -2.686203, -0.332818], [2.723792, -0.965128, 0.733050], [4.748562, 0.210462, 0.346849], [6.419269, -1.297862, -1.270918], [5.248150, -3.659638, -1.430077], [2.857379, -3.468217, -0.124016], [1.995000, -5.452000, -1.020812], [0.858281, -5.368702, -0.265444], [-0.144172, -5.918576, -1.072747], [0.454885, -6.440906, -2.178504], [1.778429, -6.122896, -2.225918], [2.866131, -5.060319, -0.692429], [0.827394, -4.871888, 0.692997], [-1.175626, -6.001303, -0.763494], [-0.067645, -7.080912, -2.874018], [2.550605, -6.236388, -2.972417], [-0.719576, -2.393504, -5.283818], [-0.347584, -3.291762, -4.299380], [-1.013207, -3.101586, -3.129325], [-1.769265, -1.904513, -3.402312], [-1.515980, -1.443748, -4.693573], [-0.378183, -2.210390, -6.216560], [0.474717, -3.973673, -4.458153], [-1.005733, -3.618713, -2.181201], [-2.484733, -1.451693, -2.731900], [-1.915095, -0.530281, -5.109129], [3.268718, -6.077710, 2.322292], [3.695795, -4.843286, 1.923245], [2.989713, -3.851343, 2.655450], [2.180913, -4.466451, 3.591650], [2.331433, -5.854199, 3.316003], [3.537013, -7.002636, 2.017925], [4.506676, -4.675253, 1.229967], [3.109068, -2.780572, 2.580584], [1.588920, -4.080219, 4.408210], [2.009495, -6.713341, 3.885769], [-1.380516, 0.935405, 6.013447], [-1.280481, 0.309345, 4.800242], [-0.976646, -1.035753, 4.986687], [-1.083932, -1.265848, 6.369939], [-1.358275, -0.046166, 6.959767], [-1.588873, 1.913496, 6.154972], [-1.268791, 0.922135, 3.910995], [-0.786846, -1.794458, 4.241876], [-0.958057, -2.238121, 6.822966], [-1.465654, 0.191103, 8.007896], [-0.307073, -0.879558, -0.855386], [-0.565978, 0.381137, -0.244954], [-0.186066, 0.243934, 1.088573], [0.533016, -0.953901, 1.226520], [0.310645, -1.686533, 0.126243], [-0.471392, -1.174058, -1.807419], [-1.030898, 1.222010, -0.738095], [-0.373382, 1.020851, 1.815006], [1.103620, -1.377192, 2.039921], [0.660190, -2.692452, -0.053596], [-1.482950, 7.280507, 0.378920], [-0.941486, 7.372023, -1.033057], [-1.276055, 6.131718, -1.488231], [-1.422313, 5.249678, -0.443050], [-1.573130, 4.081627, -0.642332], [-1.315082, 5.908207, 0.723051], [0.353171, 7.681705, -1.041823], [-2.425754, 7.733003, 0.686257], [-0.778938, 7.737769, 1.074176], [-1.473442, 8.135043, -1.601320], [-1.172316, 3.180437, -3.667018], [-2.310480, 4.093180, -3.606079], [-3.243204, 3.369338, -2.762003], [-2.945971, 2.086531, -2.824917], [-3.525416, 1.158168, -2.228620], [-1.882288, 1.949321, -3.659368], [-2.956219, 4.220465, -4.783457], [-0.483759, 3.315180, -2.832856], [-0.676202, 3.494032, -4.585513], [-2.111503, 5.115753, -3.285370], [2.285267, -0.939056, -2.738838], [3.262789, -1.373200, -3.748741], [2.699056, -1.063012, -4.969914], [1.816559, -0.123671, -4.766899], [1.268362, 0.583767, -5.596464], [1.634824, 0.009565, -3.516057], [3.486529, -2.728446, -3.772873], [2.820889, -0.384222, -1.968536], [1.714856, -1.780542, -2.345578], [4.220917, -0.863805, -3.645769], [-3.187211, -2.504032, 1.264477], [-2.500151, -3.803298, 0.710574], [-3.302495, -4.125799, -0.399760], [-4.353207, -3.285977, -0.522085], [-5.068676, -3.239116, -1.523823], [-4.390499, -2.520893, 0.607216], [-2.497855, -4.771203, 1.655601], [-2.710390, -1.544411, 1.064824], [-3.462291, -2.532783, 2.318806], [-1.464294, -3.611313, 0.430839], [0.875508, 5.372324, 4.162370], [0.131865, 4.229367, 3.509504], [0.180777, 3.280751, 4.604914], [0.805925, 3.728513, 5.676959], [1.093211, 3.114559, 6.639015], [1.162409, 4.999711, 5.498454], [0.706909, 3.648220, 2.418700], [0.371880, 6.336507, 4.231726], [1.763269, 5.608885, 3.575838], [-0.851196, 4.561635, 3.175923], [-5.119675, 1.223251, 0.542498], [-5.248078, 2.668803, 0.212726], [-4.364979, 3.365234, 1.009587], [-3.468000, 2.501051, 1.417828], [-2.503928, 2.735488, 2.147472], [-3.774577, 1.264218, 1.023844], [-6.509778, 2.975515, 0.615337], [-5.317014, 0.759169, -0.423824], [-5.782094, 0.945778, 1.362453], [-5.082332, 2.908889, -0.837504], [2.062092, 2.811677, -0.539133], [2.128824, 4.240697, -0.645258], [2.044938, 4.377111, -2.013404], [2.599708, 3.263963, -2.569448], [2.696507, 3.075850, -3.740278], [2.763042, 2.347991, -1.694328], [3.244766, 4.622342, -0.127992], [0.997128, 2.588240, -0.602584], [2.525118, 2.323190, 0.318236], [1.313554, 4.650805, -0.049225]],
  "forces_ev_per_angstrom": [[1.310, -1.226, -0.176], [0.149, 1.984, -0.485], [-0.134, -0.762, 0.812], [-0.447, 0.560, -0.141], [-0.026, -0.139, 0.145], [-0.189, -0.566, -0.184], [0.228, 0.074, -0.187], [-0.107, 0.186, 0.226], [-0.378, -0.093, -0.050], [-0.073, 0.781, -0.057], [0.843, -0.053, -0.023], [-0.613, -0.039, -1.660], [-0.278, 0.659, 3.278], [-0.326, -1.339, -2.616], [0.240, 0.864, 1.621], [-0.060, -0.450, -0.385], [0.146, -0.130, 0.025], [0.011, -0.155, -0.171], [0.082, 0.274, -0.325], [-0.089, -0.130, 0.230], [0.031, 1.366, 0.915], [1.364, -1.428, -0.913], [-0.828, 1.999, -0.930], [-0.375, 0.492, -0.217], [-0.934, -1.078, 1.983], [0.522, -0.654, 0.322], [-0.250, -0.230, -0.360], [0.280, -0.282, -0.339], [0.025, 0.176, -0.002], [0.205, -0.334, -0.507], [-1.102, 1.515, 1.342], [-0.320, 1.345, 0.198], [1.571, -0.240, -1.056], [-0.173, -3.415, -0.434], [0.149, 0.218, 0.964], [0.108, 0.440, -0.100], [-0.199, -0.227, -0.082], [0.307, -0.116, -0.231], [-0.016, 0.152, -0.282], [-0.374, 0.123, -0.104], [-0.739, -1.285, -0.373], [1.240, 0.197, -0.937], [-0.879, 1.005, -0.260], [-0.019, 0.419, 0.290], [0.488, -0.375, 1.186], [0.091, -0.400, -0.010], [-0.107, -0.192, -0.059], [-0.046, 0.244, -0.143], [-0.065, 0.255, 0.319], [-0.003, 0.005, -0.090], [0.509, 0.658, 2.394], [0.175, -2.437, 0.533], [0.279, 1.986, -1.116], [-0.641, -0.655, 1.411], [-0.067, 0.349, -2.807], [-0.232, 0.206, -0.115], [-0.185, -0.354, -0.110], [0.286, -0.010, 0.047], [-0.420, 0.277, 0.516], [-0.113, 0.084, -0.465], [2.099, 1.412, 2.500], [-2.784, 1.833, 0.990], [0.522, -1.217, -0.847], [0.261, -1.288, -0.451], [0.257, 0.821, 0.649], [-1.162, -0.800, -0.967], [1.265, -0.509, -0.196], [-0.488, -0.619, -0.813], [0.148, 0.565, -0.248], [0.116, -0.132, -0.304], [0.205, 0.685, -0.802], [-1.644, 1.030, 1.252], [-0.413, 1.551, 0.473], [-0.689, -3.013, 0.996], [1.724, 3.118, -1.992], [0.781, -1.527, 0.448], [-0.073, -0.078, -1.048], [-0.159, -0.326, 0.071], [0.321, -1.230, -0.276], [-0.200, -0.418, 0.598], [1.239, 0.083, 0.901], [2.117, -1.981, -0.229], [1.058, -0.981, -1.942], [-1.880, 2.549, -3.602], [0.911, -1.540, 0.828], [-3.009, 1.846, 3.560], [0.012, 0.202, 0.217], [-0.358, -0.341, 0.313], [-0.456, 0.305, -0.200], [0.205, -0.190, -0.094], [0.747, -0.603, 0.724], [0.054, 2.086, 0.583], [0.874, -0.594, 0.037], [-1.358, 0.574, -2.034], [1.855, -0.040, 3.580], [-2.909, 0.258, -2.456], [-0.317, -0.602, -0.076], [0.623, -0.219, -0.172], [0.662, -0.353, 0.161], [-0.136, -0.329, -0.345], [0.846, 1.574, -0.499], [-0.351, -0.079, 1.453], [-1.844, -0.821, -2.369], [1.203, 0.571, 0.302], [-0.371, -0.787, 0.791], [0.446, 0.751, -0.560], [0.487, 0.292, 0.343], [-0.633, -0.289, -0.261], [0.498, -0.335, 0.253], [-0.343, -0.859, 0.383], [0.730, 0.897, -0.489], [-2.213, 0.060, -0.331], [0.233, 1.287, -0.015], [3.177, -0.872, 2.898], [-1.988, -0.033, -1.814], [0.667, -1.466, -0.154], [-0.785, 1.163, -0.378], [0.683, -1.109, 0.511], [-0.029, -0.160, -0.266], [-0.216, 0.198, 0.038], [-0.629, -3.276, 1.080], [-2.474, -0.814, 0.742], [0.187, 1.952, -0.653], [-1.239, 0.151, -3.424], [0.571, 0.856, -0.261], [0.332, -1.653, 2.290], [3.708, 2.394, 0.957], [0.032, -0.816, -0.064], [-0.269, 0.378, 0.128], [-0.270, 0.760, -0.671]],
  "homo_ev": -7.830,
  "molar_mass_g_mol": 1144.9,
  "energy_ha": -4352.9185,
  "lumo_energy_ev": -0.24,
  "homo_lumo_gap_ev": 7.59
}